(1)
C9H6F3IO | ωB97M-V/def2-TZVPD

```
20
Properties=species:S:1:pos:R:3
C 1.5683 -0.1598 0.2709
C 1.1111 0.7891 1.1601
C 0.8954 -0.4309 -0.9100
C -0.0536 1.4235 0.9257
C -0.1881 0.3255 -1.2116
C -0.7412 1.2646 -0.3435
C -1.9461 1.7660 -0.5570
C -3.1206 -0.7285 0.4729
C -2.9753 -1.7138 -0.5520
O -2.9683 2.2798 -0.6537
F -3.6401 -2.9228 -0.4030
F -1.6058 -2.1328 -0.6322
F -3.2407 -1.2710 -1.7985
I -4.9364 0.3280 0.3594
H 2.3115 -0.7204 0.6226
H 1.5163 0.8951 2.1510
H 1.0816 -1.2435 -1.5764
H -0.4541 2.0326 1.6766
H -0.6929 0.4442 -2.2311
H -2.9756 -1.1913 1.4946
```

As for the lowest unoccupied orbital energy (spin up / spin down): -1.74 / -1.05 eV. The calculation puts the HOMO energy (spin up / spin down) at -6.72 / -7.87 eV. Its total energy is -1018.9302 Eh. The multiplicity is 1.

These are the Mulliken partial charges, in e, on atoms 1 to 5: atom 1 (C): -0.36, atom 2 (C): -0.57, atom 3 (C): -0.66, atom 4 (C): -0.46, atom 5 (C): -0.19


(2)
C5H14O3 | ωB97M-V/def2-TZVPD

```
22
Properties=species:S:1:pos:R:3
C -0.6124 -2.1351 -0.8000
C 0.4623 -1.8205 -0.0985
C 0.7875 -0.3878 0.2067
C 1.2868 0.3817 -0.7547
C 1.4187 1.8829 -0.7284
H -0.8373 -3.1531 -1.1036
H -1.4134 -1.4464 -1.0281
H 1.2620 -2.5248 0.1036
H 0.5276 0.0670 1.1528
H 1.6452 -0.0618 -1.6760
H 2.4173 2.1239 -0.3472
H 0.8361 2.4042 0.0426
H 1.0603 2.2819 -1.6709
H -0.0772 -1.4820 3.0425
H -0.8930 -1.4736 1.6597
O -0.8997 -1.2758 2.5994
H -1.4820 2.2830 3.9620
H -1.7816 1.0217 3.2620
O -2.0137 1.4851 4.0799
H -0.5680 0.0900 -3.4918
H -0.4705 1.3067 -4.0076
O -0.6549 0.4328 -4.4043
```

Its SMILES is C=C/C=C/C.O.O.O. As for the lowest unoccupied orbital energy: 0.50 eV. The calculation puts the HOMO energy at -9.99 eV. Its total energy is -424.5429 Eh. The multiplicity is 1.

These are the Mulliken partial charges, in e, on atoms 1 to 5: atom 1 (C): -0.49, atom 2 (C): -0.71, atom 3 (C): -0.18, atom 4 (C): -0.15, atom 5 (C): -1.19


(3)
C19H66N12O14 | ωB97M-V/def2-TZVPD

```
111
Properties=species:S:1:pos:R:3
C 15.9940 -15.0360 -1.1740
C 15.8450 -14.9810 -2.7030
O 17.1830 -14.9020 -3.1890
H 16.4490 -14.1620 -0.6290
H 16.3910 -15.9710 -0.8340
H 14.9410 -15.1520 -0.8890
H 15.3940 -14.0180 -2.9260
H 15.3050 -15.8620 -3.0090
H 17.5560 -14.0150 -3.0160
C 10.3450 -16.2180 -2.8000
C 9.6390 -15.5950 -4.0730
O 8.7980 -14.5350 -3.6660
H 10.9700 -15.6060 -2.1410
H 10.9300 -17.0550 -3.0470
H 9.6450 -16.6870 -2.1450
H 9.1820 -16.3360 -4.6210
H 10.4630 -15.2000 -4.7600
H 8.8210 -13.8470 -4.3910
C 12.3140 -15.9270 5.5360
C 11.9100 -14.5780 5.9390
O 11.6910 -13.7680 4.8330
H 11.5780 -16.4050 4.9390
H 12.5690 -16.6750 6.3890
H 13.1740 -15.7570 4.8780
H 12.6320 -14.0480 6.5130
H 10.9820 -14.6010 6.5780
H 11.6390 -12.8590 5.0860
C 8.7230 -14.7490 4.3630
C 8.7770 -16.0000 3.3980
O 7.7440 -15.9590 2.4390
H 9.2450 -14.9390 5.2700
H 7.6630 -14.3600 4.4680
H 9.3580 -14.0430 3.8490
H 8.7830 -16.8920 3.9660
H 9.6810 -15.9560 2.8070
H 7.8770 -16.8310 2.0130
C 12.8240 -13.3090 -2.0650
C 11.6930 -12.4550 -1.5580
O 10.5320 -12.8180 -2.1480
H 13.0540 -13.2740 -3.1370
H 12.6720 -14.3680 -1.7670
H 13.7370 -12.9530 -1.6260
H 12.0530 -11.4850 -1.9060
H 11.6300 -12.3580 -0.4600
H 10.3630 -13.7400 -1.8620
C 15.1640 -14.4820 2.9360
O 14.8090 -15.7540 2.6580
N 16.2730 -13.9970 2.4510
N 14.4370 -13.5650 3.4490
H 16.9010 -14.6950 1.9010
H 16.8450 -13.2650 2.8990
H 13.6240 -13.9330 3.9860
H 14.9360 -12.8520 3.9110
C 14.3950 -11.4360 0.8020
O 13.9250 -10.7730 -0.2820
N 15.5660 -11.9860 0.8160
N 13.6910 -11.6010 1.8630
H 16.0480 -11.8490 -0.1130
H 15.6820 -12.8700 1.3690
H 12.8080 -11.0980 1.9110
H 13.8670 -12.3980 2.5540
C 7.0280 -15.7280 -1.1330
O 6.5790 -16.2860 -2.3530
N 6.5770 -16.2220 -0.0160
N 7.9800 -14.9090 -1.0080
H 5.6060 -16.6480 -0.1380
H 6.9050 -15.8380 0.8670
H 8.2620 -14.6180 -1.9190
H 8.4770 -14.5700 -0.1410
C 8.6070 -12.4910 1.0740
O 7.6950 -11.9750 1.9280
N 9.1110 -11.7480 0.0940
N 9.1700 -13.6400 1.2660
H 8.9170 -10.6870 0.0120
H 9.6810 -12.0310 -0.6740
H 8.8550 -14.2520 2.0320
H 10.0380 -13.9790 0.9780
C 16.1270 -18.7860 1.0950
O 16.4160 -19.7390 0.1660
N 16.5750 -18.6790 2.2730
N 15.3450 -17.7700 0.8260
H 17.1150 -19.4950 2.6470
H 15.9520 -18.2250 2.9920
H 15.0240 -17.8260 -0.1660
H 15.1500 -17.1570 1.6440
C 9.3460 -18.5180 -0.2030
O 9.1690 -18.0320 1.0640
N 10.4610 -19.0320 -0.5390
N 8.3020 -18.5300 -1.0330
H 11.2470 -18.9590 0.1510
H 10.7420 -19.2960 -1.4850
H 7.5650 -17.8910 -0.6710
H 8.5310 -18.5850 -2.0310
C 12.4650 -18.1180 2.3980
O 12.4570 -18.4680 1.0620
H 12.9650 -18.9460 2.9650
H 11.5450 -18.0480 2.8510
H 12.9930 -17.1840 2.5560
H 13.4350 -18.5760 0.8290
C 12.0290 -14.9080 1.3920
O 11.1770 -15.2700 0.3560
H 11.7840 -15.1200 2.4280
H 12.4690 -13.9130 1.2680
H 12.8410 -15.5220 1.1870
H 11.0810 -16.2480 0.5040
C 13.1530 -17.3240 -1.6450
O 14.3770 -18.0270 -1.6490
H 12.3170 -17.8740 -2.0910
H 13.3790 -16.5280 -2.3180
H 12.8210 -16.8820 -0.6760
H 14.6100 -18.2120 -2.5770
```

As for the lowest unoccupied orbital energy: -0.91 eV. The calculation puts the HOMO energy at -8.33 eV. Its total energy is -2473.7716 Eh. The multiplicity is 1.

These are the Mulliken partial charges, in e, on atoms 1 to 5: atom 1 (C): -0.15, atom 2 (C): -0.42, atom 3 (O): -0.60, atom 4 (H): 0.30, atom 5 (H): 0.32